(1)
11
Properties=species:S:1:pos:R:3:forces:R:3:lowdin_charge:R:1 method="wB97M-V/def2-TZVPD" spin_multiplicity=3 homo_ha="-0.1677 / -0.4295" largest_force_ev_per_a=4.55 homo_lumo_gap_ev="4.887 / 7.010" lumo_ev="0.3 / -4.7" de_lowest_ev=3.700 s2=2.01
C -1.427813 0.522797 0.177368 2.4 -1.6 -0.5 -0.2491
C 0.997024 0.865450 -0.054772 0.7 0.5 1.2 -0.0070
C -0.211238 -0.161434 -0.003924 0.4 3.6 -2.7 -0.6597
N -2.489328 0.934851 0.242215 -3.1 1.4 0.4 0.1481
O -0.047652 -0.902285 -1.148469 -2.3 -2.9 -0.5 -0.0178
O 0.047464 -1.048317 1.259044 0.6 -0.1 2.7 0.1942
H 1.034964 1.463798 0.972941 0.2 -1.3 -2.4 0.1291
H 0.638313 1.548123 -0.879914 0.7 -0.5 0.8 0.1028
H 2.016963 0.358040 -0.372825 -2.2 1.0 1.0 0.1231
H -0.806458 -1.607047 -1.203685 1.9 2.0 -0.1 0.1726
H 0.247764 -1.973971 1.012026 0.6 -2.2 0.0 0.0638

---

(2)
14
Properties=species:S:1:pos:R:3:forces:R:3:lowdin_charge:R:1 method="wB97M-V/def2-TZVPD" spin_multiplicity=1 homo_ha=-0.2970 largest_force_ev_per_a=3.56 homo_lumo_gap_ev=8.896 lumo_ev=0.8 de_lowest_ev=5.736
H 0.739360 -2.071406 -2.027634 0.2 0.1 0.1 0.0465
N 1.407517 -1.481535 -1.527847 -0.3 0.0 0.6 0.1168
C 0.776520 -0.746787 -0.697194 -1.1 -0.2 -1.7 -0.5276
N -0.659379 -0.543978 -0.614955 -0.2 -0.1 -0.1 -0.0820
O -1.301443 0.013718 -1.731874 0.2 -0.6 -0.3 -0.0112
N 1.210293 0.244280 0.088183 -1.5 0.1 1.2 0.0921
C -0.054187 0.908176 0.776751 3.4 0.7 0.9 -0.1749
C -0.574900 0.619784 1.980291 0.2 -0.1 -0.5 -0.0304
H -1.249668 -1.006098 0.066792 -0.1 0.0 -0.9 0.1424
H -0.746747 0.785653 -1.947506 -0.4 -0.2 0.2 0.1105
H 2.198487 0.325371 0.288244 -0.3 0.3 0.5 0.1292
H -0.072223 1.936979 0.429542 -0.2 0.0 0.0 0.0971
H -0.714937 -0.401082 2.313507 0.6 0.0 0.4 0.0468
H -0.958692 1.416926 2.603701 -0.5 -0.1 -0.3 0.0446

---

(3)
30
Properties=species:S:1:pos:R:3:forces:R:3:lowdin_charge:R:1 method="wB97M-V/def2-TZVPD" spin_multiplicity=1 homo_ha=-0.1996 largest_force_ev_per_a=2.26 total_charge=-1 homo_lumo_gap_ev=6.955 lumo_ev=1.5
C 1.367855 -1.930039 -1.956960 -0.3 -1.5 -1.3 -0.2676
C 0.335844 -1.278477 -2.082401 -0.5 -1.5 -0.6 -0.4701
Ga -1.609524 -0.606561 -2.392722 1.0 1.0 -0.1 0.1900
P -3.102693 -2.348525 -1.894393 -0.3 0.0 -1.3 0.4393
O -4.127527 -2.541064 -3.008576 0.2 -0.2 0.8 -0.6387
H 2.127336 -2.701270 -2.126164 -0.5 0.9 0.4 0.0309
H -1.797944 0.640793 -1.415007 -0.1 -0.1 0.1 -0.1236
H -1.682877 -0.100468 -3.912459 -0.1 -0.4 0.2 -0.1108
H -3.713791 -2.081077 -0.621718 0.3 -0.5 -0.1 -0.0599
H -2.338121 -3.552038 -1.707597 -0.3 0.3 0.5 -0.0655
C 1.860512 1.828848 0.308327 0.4 -0.2 0.1 -1.5390
Br 3.647795 2.600477 0.329581 0.1 0.1 0.1 0.4657
Br 1.796272 0.115734 -0.647060 0.1 1.9 1.2 0.7494
Br 1.130565 1.688731 2.101210 0.1 0.1 -0.1 0.4998
H 1.226831 2.519815 -0.238844 0.1 0.0 0.1 -0.0307
C 5.419049 2.050595 4.190860 -0.1 0.0 -0.1 -1.6329
Br 7.189307 2.828923 4.222500 -0.2 -0.1 0.0 0.5463
Br 5.396897 0.357142 3.268192 0.0 0.2 0.2 0.5552
Br 4.665568 1.911913 5.966096 0.1 0.0 -0.2 0.5447
H 4.783746 2.726651 3.627495 0.1 -0.1 0.0 -0.0448
C -5.235482 -6.219891 -3.326686 0.1 0.3 0.0 -1.6268
Br -6.904772 -7.187040 -3.481828 0.2 0.0 0.0 0.5327
Br -4.522414 -6.305467 -1.536143 -0.1 0.0 -0.2 0.5485
Br -3.944552 -6.804116 -4.639773 -0.2 0.0 0.2 0.5505
H -5.449087 -5.174585 -3.531797 0.1 -0.1 0.1 -0.0347
C 0.707127 6.032330 2.929145 0.0 0.0 -0.1 -1.6263
Br 1.849111 5.701360 1.407579 -0.2 0.0 0.2 0.5523
Br -1.153096 5.720047 2.509964 0.2 0.0 0.0 0.5629
Br 1.272931 5.025325 4.479839 0.0 0.1 -0.2 0.5384
H 0.805135 7.081932 3.179338 0.0 -0.1 0.0 -0.0355

---

(4)
124
Properties=species:S:1:pos:R:3:forces:R:3:lowdin_charge:R:1 method="wB97M-V/def2-TZVPD" spin_multiplicity=1 homo_ha=-0.3554 largest_force_ev_per_a=0.34 homo_lumo_gap_ev=9.602 lumo_ev=-0.1
O 0.711779 -4.991553 4.214121 0.0 0.0 0.0 0.1618
C 0.044823 -4.071001 3.859965 0.1 0.1 -0.1 -0.5469
O -0.099248 -2.909958 4.515885 0.0 0.0 0.1 0.0881
C -0.823338 -2.000483 3.668465 0.0 0.1 -0.1 -0.0304
C -1.566263 -2.954921 2.751680 0.2 0.2 0.0 -0.3009
F -1.696674 -2.465580 1.498520 0.0 0.0 0.0 0.0798
O -0.678719 -4.061491 2.712083 -0.1 -0.3 0.1 0.1078
H -0.114941 -1.413583 3.084648 0.0 0.1 0.0 0.1197
H -1.459323 -1.346276 4.254132 0.0 -0.1 0.1 0.1106
H -2.545919 -3.282866 3.101639 0.0 0.0 -0.1 0.1740
O 0.449785 -8.599574 -1.632502 0.1 0.0 -0.1 0.1713
C 0.089340 -7.988768 -0.684253 -0.1 0.2 0.1 -0.5580
O 0.815112 -7.776429 0.434313 0.1 0.0 -0.1 0.0753
C 0.129322 -6.830860 1.260402 -0.1 0.1 0.0 -0.0479
C -1.305899 -6.983474 0.778920 0.1 -0.1 0.1 -0.3048
F -1.999308 -5.819643 0.790787 0.1 0.1 -0.1 0.0740
O -1.139675 -7.411830 -0.555037 0.0 -0.2 -0.1 0.1324
H 0.497712 -5.827805 1.042861 -0.1 0.0 0.0 0.1248
H 0.280453 -7.065438 2.308873 0.0 -0.1 0.0 0.1346
H -1.890739 -7.729887 1.320260 0.0 0.1 0.0 0.1722
O -3.200251 0.866621 -1.931846 0.0 0.0 0.0 0.1640
C -2.503135 1.348242 -2.763180 0.1 0.0 0.0 -0.5380
O -1.195147 1.622934 -2.615329 0.0 -0.1 0.1 0.0858
C -0.662294 2.020183 -3.883373 0.0 0.0 -0.1 -0.0336
C -1.909633 2.477941 -4.619300 0.0 0.0 0.1 -0.3015
F -1.864533 2.182050 -5.943081 0.0 -0.1 0.0 0.0712
O -2.927049 1.717022 -4.002499 -0.1 0.1 0.1 0.1398
H -0.236861 1.151161 -4.385449 0.0 0.0 0.0 0.1178
H 0.084947 2.794655 -3.744149 0.0 0.0 0.1 0.1432
H -2.152690 3.536662 -4.514610 0.0 0.0 -0.1 0.1724
O 2.365872 -0.535908 3.062865 0.1 0.1 -0.1 0.1743
C 2.351757 -1.047337 1.991486 0.0 -0.1 0.0 -0.5617
O 1.301915 -1.004171 1.140249 -0.1 0.2 0.0 0.0498
C 1.652359 -1.677073 -0.072317 0.0 -0.1 0.0 -0.0394
C 2.810559 -2.548415 0.378351 -0.1 0.0 0.1 -0.3186
F 3.758981 -2.688977 -0.570012 0.1 0.1 0.0 0.0861
O 3.344434 -1.805517 1.468681 0.0 -0.1 0.1 0.1399
H 1.998464 -0.956244 -0.814614 0.0 0.0 0.0 0.1467
H 0.795919 -2.233070 -0.437229 0.0 0.0 0.0 0.1294
H 2.523223 -3.533848 0.742929 0.0 -0.1 -0.1 0.1603
O 4.594252 7.207586 0.694258 -0.1 0.0 0.0 0.1676
C 3.686743 7.024305 1.437117 0.0 0.1 0.1 -0.5549
O 3.697151 6.145857 2.463124 0.1 0.0 0.0 0.0682
C 2.528259 6.359012 3.260520 -0.1 0.1 0.0 -0.0346
C 1.593209 7.041361 2.273282 0.1 -0.2 0.0 -0.3312
F 0.808687 7.973155 2.855515 0.1 0.1 0.1 0.0748
O 2.497767 7.672364 1.386692 -0.1 -0.1 -0.2 0.1432
H 2.765309 7.045187 4.075474 0.0 0.0 0.0 0.1474
H 2.165836 5.410110 3.641948 0.0 0.0 -0.1 0.1394
H 0.962797 6.356575 1.704051 -0.1 0.0 0.0 0.1243
O -5.028657 5.606562 4.027680 0.0 0.0 0.0 0.1531
C -4.426284 6.021781 4.960152 0.1 0.0 0.0 -0.5839
O -3.858303 5.255621 5.917188 0.0 -0.1 0.0 0.0553
C -3.067988 6.090334 6.764967 0.0 0.1 -0.1 -0.0438
C -3.685337 7.461048 6.530232 -0.1 -0.1 0.0 -0.3102
F -2.765108 8.451564 6.546261 0.1 0.0 -0.1 0.0795
O -4.214450 7.336256 5.226362 -0.2 0.0 0.0 0.1335
H -2.035480 6.092331 6.411560 0.0 0.0 0.1 0.1409
H -3.127730 5.734506 7.787962 -0.1 0.0 0.0 0.1397
H -4.492005 7.728197 7.215145 0.1 0.1 0.0 0.1722
O 0.563898 -0.440516 -5.851834 0.0 0.0 0.0 0.1691
C 0.620165 -0.137236 -6.997017 0.0 -0.1 -0.1 -0.5487
O 1.730600 0.263636 -7.647535 0.1 0.0 0.1 0.0804
C 1.436788 0.367996 -9.043269 -0.1 -0.1 0.0 -0.0365
C -0.077028 0.519795 -9.040080 0.1 0.1 0.1 -0.3047
F -0.663855 -0.118019 -10.081437 0.0 -0.1 -0.1 0.0710
O -0.445004 -0.130333 -7.842407 -0.1 0.1 0.1 0.1281
H 1.708621 -0.563559 -9.542027 0.0 0.0 -0.1 0.1470
H 1.977335 1.205682 -9.470193 0.0 0.0 0.0 0.1411
H -0.443294 1.547156 -9.013580 0.0 0.0 -0.1 0.1738
O -2.357126 -4.890376 -12.679859 0.0 0.0 0.0 0.1889
C -2.790318 -4.103418 -11.912125 0.0 0.1 0.0 -0.5469
O -2.406093 -3.973526 -10.619988 0.1 -0.1 0.0 0.0697
C -3.009068 -2.800496 -10.074469 -0.1 0.1 -0.1 -0.0471
C -4.201653 -2.595720 -10.994667 0.0 -0.1 0.1 -0.3145
F -4.464353 -1.284721 -11.214244 0.1 0.0 0.0 0.0738
O -3.766204 -3.192097 -12.195204 -0.1 -0.1 -0.1 0.1320
H -2.325424 -1.956423 -10.174136 0.0 0.0 0.1 0.1236
H -3.263056 -2.966222 -9.032617 0.0 -0.1 0.0 0.1408
H -5.124489 -3.080760 -10.671375 0.0 0.1 0.0 0.1713
O 2.279462 -6.684423 10.334828 0.0 0.0 0.0 0.1828
C 1.793163 -6.445786 9.283180 0.0 0.0 -0.1 -0.5507
O 2.390990 -5.778541 8.272731 0.1 0.0 0.0 0.0745
C 1.559864 -5.849091 7.111007 -0.1 -0.1 0.0 -0.0547
C 0.197057 -6.135681 7.716042 0.1 0.1 0.0 -0.3169
F -0.556824 -6.960078 6.946723 0.1 -0.1 0.0 0.0690
O 0.522746 -6.793206 8.919869 0.0 0.1 0.1 0.1284
H 1.869093 -6.690496 6.489080 0.0 0.0 0.0 0.1459
H 1.616964 -4.928016 6.544552 0.0 0.1 0.1 0.1207
H -0.397024 -5.249147 7.947360 -0.1 0.0 -0.1 0.1714
O 6.406750 8.690047 6.313680 0.0 0.0 0.0 0.1819
C 6.747196 8.270977 5.260746 0.1 0.0 -0.1 -0.5516
O 6.065876 8.422601 4.101648 -0.1 0.1 0.0 0.0659
C 6.867635 7.930437 3.024066 0.2 0.0 0.0 -0.0403
C 7.818237 6.988621 3.741121 -0.2 0.0 0.1 -0.3095
F 9.059102 6.987642 3.199204 0.0 0.1 0.0 0.0757
O 7.876073 7.539848 5.040794 -0.1 -0.1 0.1 0.1316
H 7.433944 8.752463 2.582408 0.0 0.0 0.0 0.1484
H 6.239337 7.460235 2.276432 0.0 0.0 0.0 0.1081
H 7.473869 5.955282 3.813391 0.1 0.0 -0.1 0.1730
O 1.475948 -4.611111 -1.340744 0.0 0.1 0.2 0.1686
C 1.747237 -5.014577 -2.424999 0.0 -0.2 -0.3 -0.5282
O 0.984095 -5.861439 -3.139358 -0.1 0.2 0.1 0.0765
C 1.540644 -5.993178 -4.447921 0.1 0.1 0.0 -0.0314
C 2.982858 -5.561878 -4.227751 -0.1 -0.1 0.1 -0.3022
F 3.481586 -4.867640 -5.275517 -0.1 0.1 0.0 0.0784
O 2.875805 -4.702823 -3.108147 0.1 0.0 0.2 0.1410
H 1.050638 -5.289472 -5.122982 0.0 0.0 0.0 0.1447
H 1.417922 -7.012924 -4.796249 0.0 0.0 0.1 0.1441
H 3.675309 -6.369038 -3.984291 0.0 0.0 -0.1 0.1748
N -4.953975 2.672752 -0.107424 -0.2 -0.1 -0.1 0.0276
C -5.224028 1.818271 1.043803 0.2 0.0 -0.1 -0.3291
C -3.888793 1.424530 1.670400 0.0 0.0 0.0 -0.7179
I -4.332296 0.451441 3.593626 0.0 -0.1 0.1 0.8016
O -2.954848 2.420390 1.822156 0.2 0.0 0.0 -0.2995
C -3.404666 3.601120 2.426731 -0.2 -0.1 0.0 -0.7086
I -1.775637 4.945695 2.512838 0.2 0.2 0.1 0.9073
H -4.620611 2.100191 -0.875077 0.1 0.1 0.0 0.0440
H -5.804633 3.131182 -0.410301 0.0 0.0 0.0 0.0796
H -5.854768 2.348633 1.755399 0.1 0.1 0.1 0.0992
H -5.732839 0.877210 0.808213 -0.1 0.0 0.0 0.1058
H -3.390433 0.634841 1.120049 0.0 0.0 -0.1 0.0845
H -3.723415 3.434018 3.454168 0.0 0.0 0.0 0.0202
H -4.168839 4.100067 1.839754 0.0 0.0 0.0 0.0471

---

(5)
15
Properties=species:S:1:pos:R:3:forces:R:3:lowdin_charge:R:1 method="wB97M-V/def2-TZVPD" spin_multiplicity=1 homo_ha=-0.3424 largest_force_ev_per_a=2.25 homo_lumo_gap_ev=9.492 lumo_ev=0.2 de_lowest_ev=1.461
O 1.231558 2.309650 -0.072304 -0.8 -0.2 -0.4 -0.0641
N 0.640425 1.312950 -0.560405 2.0 1.1 -0.1 -0.3690
O -0.182371 1.533332 -1.649121 -0.7 1.3 0.2 0.0780
C 0.928677 0.082172 -0.314773 -0.9 0.0 0.0 -0.6373
Br 2.453757 -0.251593 0.725846 -0.3 0.2 0.1 0.9282
C 0.040302 -1.057382 -0.703109 0.0 -1.1 1.3 -0.2424
O 0.885044 -2.110508 -1.111495 -1.0 -0.4 -0.8 -0.0796
H -0.263407 2.532063 -1.666953 0.2 -1.3 0.3 0.1620
H -0.551091 -1.386569 0.247489 0.6 0.7 -1.6 0.1460
H -0.614373 -0.838249 -1.543875 -0.1 0.3 0.3 0.1283
H 1.636590 -2.008030 -0.552117 1.2 -0.6 0.5 -0.0298
C -0.458891 0.637751 2.216971 0.2 -0.1 0.8 -0.1976
O -1.486777 0.786849 1.623890 -0.2 0.4 -0.2 0.0026
H -0.138313 -0.391059 2.487206 0.2 0.2 0.0 0.0745
H 0.195561 1.481665 2.577936 -0.4 -0.4 -0.4 0.1000